A molecular structure, C55H51AsN2P2RuSTe. Source: the Open Molecules 2025 dataset; level of theory: the ωB97M-V functional and the def2-TZVPD basis.

Each line ends with the Mulliken charge.
CARTESIAN COORDINATES (ANGSTROEM)
1 Ru 0.96 0.03 0.39  0.2376
2 Te 0.75 4.99 -3.10  0.5382
3 C 0.59 7.10 -2.87  0.3145
4 C 1.02 7.89 -3.92  -0.4531
5 C 1.14 9.26 -3.70  -0.3797
6 N 0.76 9.83 -2.56  -0.5103
7 C 0.11 9.08 -1.64  -0.5691
8 C 0.16 7.70 -1.66  -0.0513
9 C 1.20 2.67 0.10  -0.0050
10 P 2.63 1.56 0.62  1.2020
11 C 3.35 1.78 2.32  0.4552
12 C 2.77 2.58 3.30  -0.3032
13 C 3.18 2.26 4.63  -0.6666
14 C 4.09 1.27 4.92  -0.5697
15 C 4.78 0.63 3.86  -0.6893
16 C 4.45 0.91 2.54  -0.2575
17 C 4.14 2.04 -0.38  0.8236
18 C 4.19 1.71 -1.74  -0.5051
19 C 4.97 2.51 -2.57  -0.8484
20 C 5.70 3.59 -2.07  -0.4990
21 C 5.67 3.92 -0.74  -0.8817
22 C 4.87 3.13 0.12  -0.4660
23 P -1.32 1.26 -0.01  1.0014
24 C -1.94 0.71 -1.64  1.1745
25 C -1.14 0.15 -2.66  -0.5805
26 C -1.60 -0.03 -3.94  -0.6571
27 C -2.86 0.51 -4.36  -0.7061
28 C -3.72 0.95 -3.33  -0.6388
29 C -3.25 1.10 -2.00  -0.8953
30 C -2.12 2.95 -0.03  -0.1298
31 C -2.68 3.52 1.13  -0.5815
32 C -3.06 4.88 1.17  -0.4751
33 C -2.97 5.68 0.09  -0.6375
34 C -2.44 5.18 -1.09  -0.6268
35 C -2.08 3.84 -1.19  -0.0661
36 H 1.23 7.49 -4.91  0.3761
37 H 1.53 9.96 -4.42  0.3902
38 H -0.37 9.62 -0.83  0.3809
39 H -0.19 7.13 -0.82  0.4145
40 H 1.97 3.30 3.02  0.3588
41 H 2.72 2.84 5.40  0.4499
42 H 4.34 1.01 5.93  0.4518
43 H 5.58 -0.09 4.16  0.3446
44 H 4.95 0.55 1.62  0.3657
45 H 3.61 0.93 -2.16  0.5124
46 H 4.91 2.33 -3.60  0.4984
47 H 6.44 4.04 -2.73  0.3965
48 H 6.26 4.82 -0.49  0.3564
49 H 4.61 3.42 1.16  0.4065
50 H -0.09 -0.13 -2.52  0.1790
51 H -1.09 -0.68 -4.64  0.4332
52 H -3.18 0.55 -5.44  0.3634
53 H -4.75 1.17 -3.62  0.4578
54 H -3.93 1.50 -1.27  0.5564
55 H -2.81 2.87 2.02  0.3725
56 H -3.44 5.22 2.14  0.3955
57 H -3.29 6.77 0.15  0.2925
58 H -2.27 5.89 -1.92  0.6544
59 H -1.66 3.39 -2.11  0.6045
60 S 1.19 4.40 -0.03  -0.0380
61 C 0.34 1.64 -0.39  -1.1165
62 C 0.19 -8.79 -0.63  -1.5827
63 C -0.26 -7.39 -0.39  0.2771
64 C -0.27 -6.81 0.86  -0.8253
65 C -0.56 -5.46 1.08  0.2061
66 C -0.64 -4.94 2.50  -1.2962
67 C -0.71 -4.62 -0.05  0.6781
68 As -1.17 -2.67 0.14  1.7223
69 N 0.68 -1.94 0.80  -0.1177
70 C 1.87 -2.50 0.19  0.3607
71 C 2.33 -3.79 0.34  -0.1439
72 C 3.33 -4.36 -0.42  -0.9329
73 C 3.92 -3.57 -1.38  -0.4847
74 C 3.66 -2.20 -1.48  -0.9194
75 C 2.49 -1.70 -0.79  0.0533
76 C -2.65 -2.63 1.58  0.1867
77 C -3.95 -3.06 1.17  0.5121
78 C -4.32 -3.56 -0.23  -1.3818
79 C -4.97 -2.79 2.05  -1.0860
80 C -4.78 -2.13 3.29  0.4933
81 C -5.94 -1.61 4.22  -1.2893
82 C -3.47 -1.86 3.71  -1.2886
83 C -2.39 -2.03 2.85  1.6107
84 C -1.08 -1.57 3.34  -1.3705
85 C -0.76 -5.20 -1.34  0.1812
86 C -1.01 -4.33 -2.58  -1.3807
87 C -0.58 -6.54 -1.47  -0.9179
88 H 0.83 -8.81 -1.47  0.4193
89 H -0.65 -9.44 -0.89  0.3189
90 H 0.77 -9.18 0.22  0.3682
91 H -0.06 -7.40 1.74  0.4252
92 H -0.26 -5.70 3.23  0.4254
93 H -1.63 -4.67 2.78  0.3393
94 H 0.07 -4.09 2.70  0.1177
95 H 1.71 -4.41 0.93  0.4635
96 H 3.60 -5.39 -0.28  0.4974
97 H 4.60 -4.08 -2.12  0.3117
98 H 4.29 -1.57 -2.05  0.4651
99 H 2.01 -0.79 -1.22  0.1478
100 H -4.20 -2.67 -0.84  0.2721
101 H -5.37 -3.86 -0.21  0.4267
102 H -3.77 -4.36 -0.64  0.2187
103 H -6.00 -3.07 1.82  0.3026
104 H -5.73 -0.55 4.47  0.3352
105 H -5.97 -2.24 5.14  0.3070
106 H -6.96 -1.75 3.68  0.3068
107 H -3.38 -1.34 4.64  0.4553
108 H -0.94 -0.46 3.37  0.4064
109 H -0.18 -1.90 2.73  -0.2726
110 H -0.88 -1.93 4.42  0.3774
111 H -0.07 -3.70 -2.71  0.1712
112 H -1.91 -3.72 -2.66  0.2531
113 H -1.10 -5.01 -3.40  0.5059
114 H -0.69 -6.93 -2.47  0.4158

Calculated values
- LUMO level (spin up / spin down): -3.02 / -5.14 eV
- <S²>: 8.7908
- 2S+1: 6
- HOMO (spin up / spin down): -0.354 / -0.350 hartree
- Charge: +1
- E: -5914.95138 Eh
- Gap between HOMO and LUMO (spin up / spin down): 6.6 / 4.4 eV



A molecular structure, C55H51B2InNO20. Source: the Open Molecules 2025 dataset; level of theory: the ωB97M-V functional and the def2-TZVPD basis.

Each line ends with the Mulliken charge.
CARTESIAN COORDINATES (ANGSTROEM)
1 C -0.06 1.00 1.57  -0.0889
2 C -0.48 -0.27 0.74  -0.1470
3 O -1.59 -0.99 1.32  -0.4452
4 B -2.79 -0.85 0.54  0.1908
5 O -3.13 -1.88 -0.37  -0.5002
6 In -4.04 1.06 0.85  1.0735
7 C -6.06 0.99 -0.16  -1.1299
8 C -7.20 1.75 0.66  0.2776
9 C -7.65 3.11 0.04  0.0458
10 O -8.81 3.44 0.20  -0.6794
11 N -6.82 3.98 -0.75  -0.0137
12 C -5.84 4.71 0.01  0.5018
13 C -5.12 5.79 -0.69  -0.4945
14 C -4.09 6.58 -0.07  -0.4018
15 C -3.72 6.33 1.33  -0.6570
16 C -4.42 5.26 2.03  -0.5317
17 C -5.47 4.46 1.40  0.1212
18 C -2.84 2.72 -0.18  -0.7634
19 O -3.55 3.07 -1.40  -0.0612
20 O -2.83 4.05 -2.09  -0.4680
21 B -4.19 1.34 3.11  -0.1967
22 C -5.47 0.89 4.02  -0.8864
23 O -3.08 1.91 3.82  -0.3740
24 H -0.45 0.98 2.63  -0.0649
25 H 1.06 1.05 1.61  -0.0987
26 H -0.41 1.96 1.12  0.1371
27 H -0.71 -0.06 -0.34  0.3035
28 H 0.39 -1.00 0.75  0.1951
29 H -2.43 -2.56 -0.24  0.1740
30 H -6.38 -0.08 -0.25  0.3308
31 H -6.01 1.41 -1.21  0.2603
32 H -8.11 1.08 0.63  0.3971
33 H -6.92 1.84 1.74  -0.2761
34 H -7.39 4.61 -1.31  0.3355
35 H -5.35 5.99 -1.77  0.3145
36 H -3.59 7.37 -0.67  0.3245
37 H -2.91 6.94 1.78  0.3222
38 H -4.10 5.08 3.09  0.2666
39 H -5.97 3.65 1.98  0.2212
40 H -1.83 2.35 -0.53  0.4074
41 H -2.73 3.60 0.51  0.1011
42 H -3.47 4.51 -2.66  0.2185
43 H -5.99 0.07 3.44  0.1598
44 H -5.19 0.52 5.04  0.2471
45 H -6.17 1.78 4.06  0.2598
46 H -3.32 2.07 4.75  0.1733
47 C -5.28 2.81 -6.68  -0.3980
48 C -5.25 3.79 -5.78  -0.3532
49 C -3.96 4.38 -5.34  0.6020
50 O -3.93 5.28 -4.53  -0.6702
51 C -2.72 3.83 -5.93  -0.2652
52 C -2.76 2.85 -6.83  -0.3916
53 C -4.04 2.26 -7.27  0.3713
54 O -4.08 1.36 -8.08  -0.5680
55 H -6.21 2.36 -7.01  0.4005
56 H -6.15 4.21 -5.34  0.4143
57 H -1.79 4.28 -5.60  0.4146
58 H -1.86 2.43 -7.27  0.4039
59 C -1.63 -6.41 -2.36  -0.4698
60 C -1.71 -5.43 -1.45  -0.4160
61 C -0.48 -4.79 -0.92  0.2050
62 O -0.53 -3.90 -0.10  -0.4443
63 C 0.82 -5.28 -1.42  -0.2560
64 C 0.89 -6.25 -2.32  -0.1381
65 C -0.33 -6.90 -2.86  0.2701
66 O -0.26 -7.79 -3.68  -0.5757
67 H -2.52 -6.89 -2.76  0.4144
68 H -2.65 -5.06 -1.08  0.4690
69 H 1.70 -4.80 -1.01  0.6186
70 H 1.84 -6.62 -2.69  0.3771
71 C -2.06 -0.42 8.52  -0.2963
72 C -1.44 -1.60 8.53  -0.4567
73 C -1.24 -2.37 7.28  0.2863
74 O -0.68 -3.45 7.28  -0.5756
75 C -1.75 -1.78 6.02  -0.6533
76 C -2.37 -0.60 6.02  0.0869
77 C -2.57 0.17 7.27  0.2713
78 O -3.14 1.25 7.26  -0.6217
79 H -2.22 0.15 9.43  0.4418
80 H -1.06 -2.05 9.44  0.4124
81 H -1.60 -2.35 5.11  0.5793
82 H -2.76 -0.15 5.11  0.5108
83 C 6.30 -5.88 -3.74  -0.3571
84 C 5.39 -6.17 -2.81  -0.3169
85 C 4.65 -5.10 -2.10  0.3690
86 O 3.82 -5.36 -1.25  -0.5836
87 C 4.95 -3.70 -2.46  -0.3043
88 C 5.86 -3.41 -3.39  -0.4230
89 C 6.60 -4.47 -4.10  0.3013
90 O 7.43 -4.20 -4.95  -0.4665
91 H 6.85 -6.64 -4.27  0.4250
92 H 5.16 -7.19 -2.53  0.4370
93 H 4.40 -2.94 -1.93  0.4568
94 H 6.09 -2.39 -3.67  0.4595
95 C 0.35 3.35 5.67  -0.3976
96 C -0.08 2.90 6.85  -0.2732
97 C 0.85 2.72 7.99  0.2604
98 O 0.46 2.31 9.07  -0.5652
99 C 2.27 3.07 7.77  -0.4370
100 C 2.70 3.52 6.60  -0.2709
101 C 1.77 3.69 5.45  0.2715
102 O 2.17 4.11 4.38  -0.5673
103 H -0.32 3.48 4.83  0.5981
104 H -1.12 2.64 7.03  0.5263
105 H 2.94 2.93 8.62  0.4026
106 H 3.74 3.78 6.42  0.4169
107 C 11.13 -2.99 -9.28  -0.3886
108 C 11.74 -4.14 -9.03  -0.3885
109 C 11.22 -5.07 -8.00  0.3005
110 O 11.78 -6.13 -7.76  -0.5457
111 C 10.00 -4.67 -7.27  -0.2128
112 C 9.39 -3.51 -7.52  -0.2416
113 C 9.91 -2.58 -8.55  0.3046
114 O 9.36 -1.53 -8.78  -0.5399
115 H 11.50 -2.29 -10.03  0.4051
116 H 12.63 -4.46 -9.55  0.4025
117 H 9.63 -5.36 -6.52  0.4576
118 H 8.50 -3.20 -6.99  0.4585
119 C 4.02 1.10 2.24  -0.2917
120 C 4.13 0.50 1.06  -0.2764
121 C 4.54 -0.92 0.96  0.2653
122 O 4.64 -1.48 -0.12  -0.5008
123 C 4.82 -1.64 2.22  -0.3734
124 C 4.71 -1.04 3.40  -0.3984
125 C 4.30 0.38 3.51  0.3506
126 O 4.20 0.93 4.58  -0.5241
127 H 3.72 2.14 2.34  0.4138
128 H 3.92 1.01 0.13  0.4239
129 H 5.11 -2.68 2.13  0.4352
130 H 4.91 -1.55 4.34  0.4215

Calculated values
- LUMO level: -0.68 eV
- HOMO: -0.153 hartree
- Charge: -1
- E: -3925.53743 Eh
- Gap between HOMO and LUMO: 3.5 eV